1.
26
Properties=species:S:1:pos:R:3:mulliken_charge:R:1 method="wB97M-V/def2-TZVPD" smiles="[H]/N=C(/C)[C@](C)(CC)/C(C)=N/[H]" de_lowest_ev=0.452 e_homo_ev=-9.50
C 1.902 -0.461 0.915 -1.278
C -1.831 0.352 0.174 -2.076
C 0.478 -0.007 1.097 -0.095
C -0.365 0.056 -0.166 2.868
C 0.199 1.157 -1.089 -1.295
N -0.052 0.325 2.189 -0.604
H 0.558 0.269 3.002 0.313
H 2.376 -0.644 1.878 0.471
H 2.465 0.292 0.389 0.282
H 1.946 -1.377 0.310 0.312
H -2.445 0.280 -0.724 0.403
H -1.922 1.351 0.593 0.418
H -2.194 -0.345 0.921 0.466
H 1.161 0.837 -1.491 0.512
H -0.490 1.280 -1.937 0.448
C 0.393 2.504 -0.401 -1.340
C -0.818 -2.468 -0.029 -1.386
C -0.313 -1.317 -0.847 0.043
N 0.083 -1.576 -2.010 -0.794
H 0.401 -0.792 -2.572 0.228
H -1.907 -2.442 -0.001 0.325
H -0.542 2.892 -0.004 0.308
H 1.101 2.424 0.422 0.288
H 0.781 3.226 -1.120 0.423
H -0.511 -3.399 -0.495 0.421
H -0.452 -2.418 0.993 0.338


2.
89
Properties=species:S:1:pos:R:3:lowdin_spin:R:1 method="wB97M-V/def2-TZVPD" multiplicity=3 de_lowest_ev=0.000 e_homo_ev="-8.33 / -8.87" s2=2.008
Br -3.256 -2.982 1.928 0.000
C -2.761 -1.263 1.170 0.000
C -2.789 -1.242 -0.366 0.000
C -1.404 -0.943 -0.988 0.001
Si -0.262 -2.434 -0.890 0.000
C 1.564 -1.945 -0.901 0.000
C 2.346 -2.724 0.176 0.000
C 1.986 -2.232 1.577 0.000
I 1.722 -3.803 2.998 0.000
C -0.623 -3.742 -2.201 0.000
C -1.405 -4.846 -1.543 0.000
C -0.701 -5.884 -0.782 0.000
O -1.273 -6.162 -2.055 0.000
H -3.489 -0.571 1.585 0.000
H -1.785 -0.994 1.571 0.000
H -3.185 -2.195 -0.720 0.000
H -3.466 -0.438 -0.662 0.000
H -1.545 -0.583 -2.008 0.001
H -0.942 -0.149 -0.391 0.000
H -0.502 -3.042 0.443 0.000
H 2.006 -2.177 -1.874 0.000
H 1.683 -0.871 -0.731 0.000
H 2.107 -3.787 0.097 0.000
H 3.424 -2.637 0.029 0.000
H 1.046 -1.687 1.601 0.000
H 2.748 -1.598 2.021 0.000
H 0.288 -4.212 -2.576 0.000
H -1.233 -3.337 -3.010 0.000
H -2.395 -4.577 -1.172 0.000
H -1.258 -6.213 0.087 0.000
H 0.381 -5.829 -0.755 0.000
C 0.913 1.847 6.928 0.003
C 0.905 1.611 5.398 0.026
C -0.144 2.491 4.706 0.017
C -1.584 2.042 4.935 0.001
C -1.754 0.573 4.557 0.016
C -0.763 -0.346 5.275 0.026
N 0.637 0.170 5.078 0.382
O 1.104 -0.158 3.923 0.518
C -1.143 -0.445 6.759 0.002
C -0.838 -1.755 4.709 -0.001
C 2.287 1.988 4.877 -0.001
H 1.858 2.294 7.234 0.000
H 0.113 2.515 7.250 0.000
H 0.822 0.920 7.486 0.001
H 0.056 2.487 3.630 0.002
H -0.004 3.519 5.048 0.002
H -1.878 2.208 5.974 0.000
H -2.253 2.655 4.328 0.001
H -2.766 0.231 4.785 0.002
H -1.621 0.464 3.475 0.002
H -0.389 -1.003 7.316 0.001
H -2.088 -0.984 6.837 0.000
H -1.283 0.519 7.242 0.000
H -0.681 -1.763 3.634 0.000
H -1.826 -2.174 4.903 0.000
H -0.092 -2.404 5.164 0.000
H 3.053 1.334 5.296 0.000
H 2.498 3.013 5.185 0.000
H 2.344 1.935 3.793 0.000
C 2.706 2.067 -4.632 0.003
C 1.512 1.157 -5.009 0.026
C 1.220 1.218 -6.513 0.017
C 0.568 2.518 -6.968 0.001
C -0.687 2.801 -6.148 0.016
C -0.426 2.808 -4.640 0.027
N 0.278 1.540 -4.240 0.379
O -0.547 0.556 -4.144 0.520
C 0.381 4.058 -4.263 0.002
C -1.742 2.891 -3.875 -0.001
C 1.900 -0.271 -4.639 -0.001
H 3.542 1.462 -4.282 0.000
H 3.059 2.661 -5.476 0.000
H 2.464 2.746 -3.819 0.001
H 0.559 0.385 -6.773 0.002
H 2.159 1.052 -7.047 0.002
H 1.273 3.351 -6.894 0.000
H 0.302 2.438 -8.024 0.001
H -1.117 3.767 -6.425 0.002
H -1.442 2.043 -6.375 0.002
H 0.675 4.029 -3.213 0.001
H -0.249 4.935 -4.413 0.000
H 1.275 4.199 -4.865 0.000
H -2.428 2.099 -4.163 0.000
H -2.213 3.850 -4.093 0.000
H -1.571 2.824 -2.800 0.000
H 2.048 -0.367 -3.562 0.000
H 2.838 -0.510 -5.142 0.000
H 1.149 -0.994 -4.949 0.000


3.
141
Properties=species:S:1:pos:R:3:lowdin_spin:R:1 method="wB97M-V/def2-TZVPD" multiplicity=2 e_homo_ev="-8.31 / -9.33" s2=0.754
C -3.922 2.046 3.365 0.000
O -2.739 1.758 2.657 0.000
C -2.582 0.388 2.345 0.001
C -1.538 0.233 1.231 0.002
C -1.451 -1.267 0.833 0.002
C -1.660 -2.304 1.958 0.000
C -3.119 -2.746 2.095 0.000
I -3.330 -4.802 2.646 0.000
C -0.141 0.641 1.802 0.016
C 0.567 1.895 1.261 0.026
C 2.098 1.708 1.290 0.000
C 0.247 3.096 2.147 0.001
N 0.175 2.103 -0.162 0.385
O 0.757 1.259 -0.939 0.515
C -1.265 2.278 -0.499 0.026
C -1.817 3.604 0.065 0.003
C -1.366 2.368 -2.028 0.000
C -2.061 1.057 0.013 0.017
H -4.748 2.237 2.679 0.000
H -4.197 1.230 4.034 0.000
H -3.755 2.935 3.967 0.000
H -3.538 -0.024 2.009 0.000
H -2.266 -0.131 3.252 0.000
H -0.468 -1.442 0.401 0.001
H -2.163 -1.485 0.036 0.000
H -1.062 -3.182 1.720 0.000
H -1.281 -1.943 2.909 0.000
H -3.631 -2.654 1.143 0.000
H -3.682 -2.187 2.833 0.000
H -0.261 0.800 2.874 0.001
H 0.521 -0.215 1.702 0.002
H 2.505 2.192 2.177 0.000
H 2.562 2.184 0.432 0.000
H 2.377 0.662 1.326 0.000
H 0.616 2.880 3.147 0.000
H -0.814 3.272 2.244 0.000
H 0.712 4.007 1.776 0.001
H -2.240 3.482 1.052 0.000
H -2.562 4.010 -0.608 0.000
H -1.017 4.340 0.139 0.002
H -2.296 2.847 -2.317 0.000
H -1.309 1.399 -2.512 0.000
H -0.548 2.971 -2.419 0.000
H -3.047 1.432 0.283 0.001
H -2.217 0.389 -0.832 0.002
C -0.061 -6.187 -1.073 0.000
C -0.552 -4.900 -1.240 0.000
C 0.132 -3.989 -2.034 0.000
C 1.311 -4.373 -2.660 0.000
C 1.801 -5.661 -2.496 0.000
C 1.115 -6.568 -1.701 0.000
H -0.595 -6.891 -0.448 0.000
H -1.470 -4.612 -0.742 0.000
H -0.243 -2.980 -2.153 0.000
H 1.856 -3.668 -3.271 0.000
H 2.720 -5.956 -2.984 0.000
H 1.502 -7.570 -1.568 0.000
C -2.520 1.128 -7.221 0.000
C -2.623 -0.195 -6.817 0.000
C -1.734 -0.708 -5.882 0.000
C -0.744 0.106 -5.351 0.000
C -0.640 1.428 -5.754 0.000
C -1.527 1.940 -6.690 0.000
H -3.212 1.526 -7.953 0.000
H -3.395 -0.830 -7.233 0.000
H -1.811 -1.741 -5.568 0.000
H -0.055 -0.287 -4.618 0.000
H 0.132 2.061 -5.335 0.000
H -1.442 2.971 -7.007 0.000
C -0.684 7.132 -7.387 0.000
C -1.379 5.962 -7.113 0.000
C -2.413 5.559 -7.945 0.000
C -2.753 6.324 -9.052 0.000
C -2.058 7.493 -9.326 0.000
C -1.024 7.898 -8.493 0.000
H 0.122 7.448 -6.737 0.000
H -1.114 5.366 -6.249 0.000
H -2.959 4.650 -7.729 0.000
H -3.559 6.008 -9.702 0.000
H -2.321 8.089 -10.190 0.000
H -0.484 8.810 -8.706 0.000
C 4.697 5.418 4.401 0.000
C 5.936 5.267 5.006 0.000
C 6.253 4.080 5.654 0.000
C 5.329 3.046 5.697 0.000
C 4.089 3.198 5.092 0.000
C 3.773 4.384 4.446 0.000
H 4.450 6.343 3.896 0.000
H 6.657 6.073 4.971 0.000
H 7.219 3.964 6.128 0.000
H 5.573 2.123 6.206 0.000
H 3.368 2.391 5.127 0.000
H 2.805 4.500 3.973 0.000
C 5.449 -10.027 0.707 0.000
C 4.304 -10.458 1.362 0.000
C 3.179 -9.647 1.400 0.000
C 3.199 -8.406 0.780 0.000
C 4.342 -7.974 0.123 0.000
C 5.468 -8.785 0.088 0.000
H 6.327 -10.659 0.678 0.000
H 4.290 -11.427 1.843 0.000
H 2.287 -9.982 1.913 0.000
H 2.322 -7.771 0.808 0.000
H 4.354 -7.005 -0.359 0.000
H 6.362 -8.447 -0.421 0.000
C 3.191 3.415 11.641 0.000
C 4.498 3.326 11.184 0.000
C 4.772 3.479 9.832 0.000
C 3.740 3.722 8.937 0.000
C 2.433 3.812 9.395 0.000
C 2.158 3.657 10.746 0.000
H 2.976 3.295 12.695 0.000
H 5.303 3.139 11.883 0.000
H 5.791 3.409 9.475 0.000
H 3.955 3.846 7.885 0.000
H 1.628 4.003 8.697 0.000
H 1.138 3.725 11.103 0.000
C 2.476 -1.326 3.638 0.000
C 2.010 -2.421 2.924 0.000
C 1.940 -3.668 3.530 0.000
C 2.334 -3.820 4.852 0.000
C 2.801 -2.725 5.566 0.000
C 2.873 -1.479 4.959 0.000
H 2.534 -0.354 3.164 0.000
H 1.703 -2.306 1.892 0.000
H 1.576 -4.519 2.969 0.000
H 2.274 -4.791 5.326 0.000
H 3.107 -2.843 6.597 0.000
H 3.239 -0.626 5.517 0.000
C -8.290 -1.176 -9.356 0.000
C -8.392 -2.500 -8.954 0.000
C -7.505 -3.012 -8.017 0.000
C -6.517 -2.198 -7.481 0.000
C -6.415 -0.874 -7.884 0.000
C -7.301 -0.363 -8.822 0.000
H -8.981 -0.778 -10.088 0.000
H -9.164 -3.134 -9.370 0.000
H -7.584 -4.045 -7.705 0.000
H -5.826 -2.596 -6.749 0.000
H -5.648 -0.238 -7.462 0.000
H -7.219 0.669 -9.138 0.000


4.
43
Properties=species:S:1:pos:R:3:lowdin_spin:R:1 method="wB97M-V/def2-TZVPD" multiplicity=5 de_lowest_ev=0.787 e_homo_ev="-7.92 / -8.87" s2=6.040
Pt -1.071 -0.463 0.190 1.362
C -2.334 -3.896 -0.007 0.010
Si -2.620 -2.486 -1.264 0.054
C -3.349 -2.969 -2.965 0.014
C -3.778 -1.196 -0.435 0.041
N -1.133 -1.583 -1.514 0.410
C 0.081 -1.999 -1.935 0.025
C 0.378 -3.337 -2.266 0.074
C 1.644 -3.724 -2.639 -0.005
C 2.675 -2.800 -2.729 0.094
C 2.419 -1.463 -2.460 -0.011
C 1.153 -1.084 -2.080 0.078
F 0.922 0.239 -1.842 0.051
H -3.279 -4.325 0.308 0.001
H -1.844 -3.476 0.873 0.002
H -1.718 -4.708 -0.378 0.000
H -4.320 -3.435 -2.846 0.002
H -2.717 -3.660 -3.512 0.000
H -3.485 -2.086 -3.584 0.000
H -4.796 -1.569 -0.414 0.008
H -3.803 -0.241 -0.958 0.001
H -3.494 -1.030 0.609 0.008
H -0.412 -4.067 -2.210 0.003
H 1.834 -4.766 -2.852 -0.002
H 3.665 -3.116 -3.013 0.005
H 3.190 -0.711 -2.538 -0.002
O -0.985 -1.236 2.227 0.142
S 0.012 -0.161 2.492 0.016
O 0.887 -0.143 1.258 0.218
O -0.736 1.130 2.499 0.225
O 0.764 -0.365 3.683 0.046
Te -0.255 2.052 0.289 0.910
C -1.602 3.335 -0.786 0.095
C -2.650 2.874 -1.583 0.036
C -3.470 3.773 -2.241 -0.004
C -3.273 5.138 -2.092 0.037
C -2.250 5.603 -1.280 -0.002
C -1.422 4.709 -0.631 0.049
H -2.798 1.803 -1.696 0.001
H -4.278 3.416 -2.864 -0.001
H -3.910 5.836 -2.612 0.002
H -2.108 6.664 -1.143 -0.001
H -0.620 5.057 0.004 0.006